Molecular formula: C8H12F18MnO6P3
Method: DFT, ωB97M-V/def2-TZVPD

Calculated values
Orbital gap (alpha / beta): 11.36 / 10.91 eV
HOMO energy (alpha / beta): -0.3449 / -0.3449 Eh
Multiplicity: 6
<S²>: 8.7516
Molar mass: 694.0 g mol⁻¹
Total charge: -1

Last column: natural (NBO) charge in e.
Geometry (Å):
Mn  -1.49  -2.76  -0.25  1.723
P  -1.25  0.01  -0.62  2.594
F  -0.89  -0.93  0.69  -0.593
F  -1.83  1.15  0.29  -0.559
F  0.22  0.64  -0.55  -0.578
F  -1.64  0.71  -1.96  -0.550
F  -0.54  -1.28  -1.42  -0.610
F  -2.65  -0.88  -0.66  -0.585
P  -1.68  -3.57  2.80  2.594
F  -2.08  -2.30  3.71  -0.572
F  -0.79  -4.23  3.96  -0.574
F  -2.97  -4.37  3.31  -0.571
F  -1.34  -4.74  1.74  -0.590
F  -2.61  -2.92  1.56  -0.618
F  -0.38  -2.77  2.27  -0.593
P  -3.23  -4.33  -2.34  2.611
F  -2.50  -5.58  -2.96  -0.563
F  -2.59  -4.70  -0.80  -0.629
F  -1.80  -3.46  -2.39  -0.626
F  -3.83  -2.99  -1.64  -0.592
F  -3.69  -3.81  -3.75  -0.557
F  -4.50  -5.16  -1.92  -0.558
C  -2.54  4.41  0.56  -0.633
C  -1.07  4.68  0.80  0.065
C  -0.09  3.80  0.05  -0.092
O  1.00  4.66  -0.26  -0.492
C  0.59  5.95  -0.13  0.972
O  1.22  6.91  -0.44  -0.584
O  -0.66  6.00  0.40  -0.496
H  -3.14  5.32  0.63  0.230
H  -2.88  3.74  1.35  0.231
H  -2.76  4.09  -0.45  0.219
H  -0.90  4.56  1.87  0.176
H  -0.51  3.53  -0.92  0.185
H  0.20  2.93  0.62  0.217
C  3.46  1.24  -0.44  -0.627
C  3.73  -0.20  -0.05  0.068
C  4.58  -0.99  -1.10  -0.093
O  5.78  -1.29  -0.40  -0.493
C  5.59  -1.06  0.92  0.971
O  6.34  -1.42  1.76  -0.578
O  4.50  -0.33  1.14  -0.480
H  2.62  1.61  0.14  0.227
H  3.14  1.21  -1.48  0.217
H  4.30  1.90  -0.29  0.220
H  2.77  -0.71  0.03  0.192
H  4.76  -0.37  -1.98  0.188
H  4.03  -1.88  -1.40  0.185